16
Properties=species:S:1:pos:R:3:forces:R:3 method="wB97M-V/def2-TZVPD" smiles="C=C(C)C#N.C=C" max_force_ev_per_a=1.46 e_tot_ha=-288.677684 orbital_gap_ev=9.17
C 0.629 -0.477 -1.082 -0.72 -0.56 -0.67
C -0.652 -0.430 -0.705 0.35 -0.81 -0.58
C -1.192 -1.165 0.493 -0.04 -0.21 -0.01
C -1.608 0.151 -1.594 -1.04 0.34 -0.97
N -2.420 0.424 -2.379 0.85 0.01 0.95
H 1.026 0.132 -1.887 -0.23 -0.25 -0.14
H 1.311 -1.191 -0.634 0.02 0.39 0.34
H -1.508 -2.152 0.151 -0.14 -0.09 0.23
H -2.058 -0.672 0.949 0.19 -0.01 -0.23
H -0.427 -1.288 1.269 -0.07 0.02 -0.26
C 0.577 1.436 0.978 0.51 0.23 0.36
C 1.744 0.816 0.855 0.07 0.74 0.76
H -0.157 1.138 1.724 0.15 -0.01 -0.12
H 0.245 2.191 0.267 0.25 0.05 0.26
H 2.485 1.126 0.123 -0.16 -0.10 -0.01
H 2.006 -0.040 1.473 0.03 0.27 0.09